Computed, not measured: a single C2H4OS molecule, with ωB97M-V/def2-TZVPD.

Cartesian coordinates (Å):
O 1.80092 1.00693 0.63940
C 1.15961 0.07580 0.26233
C -0.50467 -0.40434 -0.00212
S -1.81630 0.71147 0.35116
H 1.54954 -0.91819 -0.12174
H -0.40256 -0.74412 -1.01005
H -0.40108 -1.26388 0.64989
H -1.38546 1.53634 -0.76888

Properties
LUMO energy	0.61	eV
SMILES string	O=CCS

Computed, not measured: 2 unconnected molecules or ions with the total composition C11H18O, with ωB97M-V/def2-TZVPD.

Cartesian coordinates (Å):
C -4.01293 3.48577 0.98107
C -3.97267 2.47812 -0.18764
C -2.84045 1.44163 -0.26387
C -3.16753 0.51014 -1.41775
C -1.47854 2.05940 -0.55434
O -0.98959 2.84678 0.52515
H -4.73426 4.25363 0.72163
H -4.31780 3.02824 1.93484
H -3.06725 3.98161 1.12919
H -4.90347 1.91444 -0.21067
H -3.92602 3.07350 -1.10303
H -2.77676 0.87367 0.68699
H -3.36560 1.12419 -2.30174
H -4.06696 -0.09358 -1.21069
H -2.34077 -0.17755 -1.65552
H -0.76942 1.26188 -0.78377
H -1.54108 2.70342 -1.46313
H -0.50199 3.59289 0.13798
C 0.56868 -1.77870 -0.84222
C 1.39300 -2.35782 -0.16929
C 2.53786 -2.95632 0.51847
C 3.84959 -2.34772 -0.00291
C 5.08894 -2.83121 0.62897
C 6.13138 -3.17879 1.12259
H -0.09962 -1.30679 -1.50542
H 2.54364 -4.03706 0.34821
H 2.43848 -2.78912 1.59720
H 3.76613 -1.26131 0.14346
H 3.95081 -2.51930 -1.07882
H 7.04476 -3.54393 1.53363

Properties
LUMO energy	0.82	eV
SMILES string	CC[C@@H](C)CO.C#CCCC#C

Computed, not measured: a molecular structure, C44H61BI2N8O3SSiSn, with ωB97M-V/def2-TZVPD.

Cartesian coordinates (Å):
Sn -0.80226 -1.14833 -0.77668
C -1.06963 3.72604 -1.27125
C -1.98294 3.02844 -0.23562
C -3.25578 3.88581 -0.21199
C -1.34402 2.87042 1.10618
C -0.82648 3.82191 2.02401
C -0.19189 3.05233 3.02598
N -0.31086 1.77200 2.66012
N -0.99263 1.64381 1.49692
B 0.44519 0.63947 3.38342
N -0.28109 -0.72331 3.68334
C -0.56901 -1.04554 4.98705
C -0.94430 -2.37033 5.00654
C -0.94519 -2.69016 3.63873
N -0.59306 -1.68455 2.83500
C -1.59401 -3.95709 3.06633
C -2.89002 -3.67505 2.34164
C -0.60068 -4.64741 2.12079
N 1.79497 0.27179 2.82494
C 3.01217 0.35680 3.40924
C 3.95189 -0.26545 2.61665
C 3.17652 -0.72015 1.47933
N 1.91139 -0.40113 1.63842
C 3.72032 -1.42788 0.25472
C 4.01684 -0.39235 -0.84012
C 4.94073 -2.20031 0.61871
H -1.45705 3.59825 -2.31435
H -0.08482 3.29162 -1.34708
H -0.98897 4.77422 -1.02786
H -2.14352 2.02555 -0.60883
H -3.01921 4.82930 0.23512
H -4.05517 3.34191 0.29734
H -3.54149 4.00903 -1.22670
H -0.99417 4.78910 2.22280
H 0.28909 3.35087 3.94143
H 0.65570 1.14797 4.46912
H -0.36065 -0.42289 5.82357
H -1.15622 -3.05067 5.86257
H -1.78125 -4.58873 3.98946
H -2.66775 -3.11212 1.40487
H -3.60619 -3.06795 2.95929
H -3.35974 -4.59426 1.93454
H -0.25681 -3.98901 1.33877
H -0.94871 -5.60067 1.70471
H 0.33113 -4.89771 2.69941
H 3.11660 0.67990 4.40454
H 4.97137 -0.46209 2.89995
H 2.87499 -2.06184 -0.09756
H 4.89954 0.20011 -0.69636
H 3.14784 0.26306 -0.99260
H 4.18119 -0.86872 -1.84072
H 5.73739 -1.62747 1.12001
H 5.44796 -2.63112 -0.26748
H 4.66073 -3.04097 1.25261
C -4.15317 2.01525 4.49950
C -4.52798 1.26133 3.23227
C -5.54943 1.69904 2.41651
C -5.74394 1.13379 1.13335
C -4.78056 0.25828 0.67795
C -3.79080 -0.21840 1.45694
C -3.73201 0.18641 2.78146
S -5.05763 -0.45581 -0.98856
O -5.12845 0.75937 -1.86370
O -6.21184 -1.28428 -0.90228
N -3.73201 -1.32629 -1.29691
C -3.29780 -1.58718 -2.54499
C -4.02026 -1.40718 -3.70467
C -3.53935 -1.83422 -4.90969
C -2.34384 -2.49289 -4.98735
C -1.65160 -2.60213 -3.77999
N -2.01198 -2.06403 -2.63583
H -3.32711 2.70201 4.38051
H -3.64863 1.37834 5.29466
H -5.01413 2.53910 4.88087
H -6.18932 2.47820 2.71636
H -6.44967 1.57900 0.43893
H -3.03009 -0.93473 1.13312
H -2.86854 -0.11780 3.36004
H -5.05548 -0.99857 -3.71576
H -4.21520 -1.60920 -5.72986
H -1.87970 -2.85695 -5.86311
H -0.66682 -3.02176 -3.73359
O -3.16512 2.26820 -4.15517
H -3.89646 1.88729 -3.63869
H -2.37482 1.84757 -3.82657
I 0.40340 1.01586 -2.77450
I 8.94611 5.24649 -6.10669
C 1.21938 -6.07361 -1.17187
C 2.01287 -4.88342 -1.70967
C 2.24310 -5.15480 -3.20745
C 3.35420 -4.88551 -0.85134
C 1.19518 -3.69326 -1.61016
C 0.55466 -2.68021 -1.41544
H 1.72703 -7.07070 -1.24216
H 0.27856 -6.16441 -1.70186
H 0.98972 -6.05320 -0.11752
H 2.59115 -6.18475 -3.37066
H 3.02883 -4.49054 -3.74137
H 1.28626 -5.04299 -3.70103
H 3.94869 -5.77859 -1.10737
H 3.11917 -4.96200 0.22370
H 4.02720 -4.11588 -1.08718
C 1.27311 5.75086 -0.27265
Si 1.84195 4.04414 -0.83565
C 2.37175 2.91897 0.48168
C 2.84978 3.88940 -2.28158
C 3.24120 5.01672 -2.97880
C 4.37834 5.06831 -3.75262
C 5.18134 3.92509 -3.89929
C 4.69000 2.77905 -3.32942
C 3.66821 2.75271 -2.39865
H 2.15768 6.24602 0.05906
H 0.60271 5.65378 0.54206
H 0.72266 6.36928 -0.97615
H 3.42892 2.78466 0.32062
H 1.95266 1.89158 0.34967
H 1.99808 3.24564 1.44434
H 2.55874 5.93163 -2.91490
H 4.74195 6.00078 -4.25297
H 5.95478 3.86852 -4.54906
H 5.32108 1.84340 -3.41017
H 3.52536 1.80481 -1.80168

Properties
LUMO energy	2.42	eV
charge	-2

Computed, not measured: a molecular structure, C9H16Cl2IrN2O2P, with ωB97M-V/def2-TZVPD.

Cartesian coordinates (Å):
C 0.58771 -2.73904 -0.69452
C -0.36359 -1.75456 -0.11051
H 0.00908 -3.54832 -1.16153
H 1.20776 -3.15975 0.11299
H 1.26145 -2.29043 -1.43324
O -1.50403 -1.99817 0.22331
Cl 2.18654 -0.60276 0.18074
Ir -0.09973 0.40660 0.33712
P 0.13951 1.01430 -1.79666
C -1.46144 1.58728 -2.45016
C 1.29671 2.40700 -2.04704
H 1.70243 -0.56742 -2.76717
H 0.71302 0.23926 -4.01918
H 0.01142 -1.07847 -3.03979
C 0.69467 -0.22225 -3.02225
H 2.20330 2.21584 -1.46309
H 1.55371 2.49947 -3.10991
H -1.35834 1.86953 -3.50477
H -1.79541 2.44854 -1.86074
H 0.83076 3.33144 -1.69045
H -2.19575 0.77927 -2.35541
C -1.91294 0.85090 0.54434
O -3.02068 1.15145 0.69990
Cl 0.50956 2.52385 1.09555
N -0.41954 -0.14129 4.51321
C 0.07513 -1.41162 4.24997
C 0.30092 -1.46921 2.89600
N -0.09130 -0.25069 2.34653
C -0.49928 0.53810 3.34004
H -0.68201 0.24747 5.41285
H 0.21913 -2.16558 5.00041
H 0.71640 -2.27959 2.31369
H -0.81518 1.56887 3.25978

Properties
2S+1	6
LUMO energy (alpha / beta)	-10.90 / -15.63	eV
<S²>	8.782
charge	+3

Computed, not measured: 3 unconnected molecules or ions with the total composition C4H16N2O2, with ωB97M-V/def2-TZVPD.

Cartesian coordinates (Å):
C 1.41754 0.01838 2.41608
N 0.69903 -0.21461 1.12959
C 0.51370 1.07972 0.41890
C 0.49339 0.77757 -1.09755
C -0.65537 -0.11941 -1.45469
N -1.97977 0.53309 -1.47900
H 2.44106 0.33070 2.22510
H 0.88301 0.70075 3.07685
H 1.46654 -0.95801 2.90200
H -0.22392 -0.45853 1.47171
H 1.39260 1.67505 0.67999
H -0.37253 1.67865 0.64285
H 1.40735 0.19342 -1.24017
H 0.58041 1.67086 -1.71240
H -0.69651 -1.05760 -0.90209
H -0.47902 -0.46635 -2.48651
H -1.93372 1.53858 -1.52983
H -2.47587 0.24893 -2.29596
O 1.65732 -2.65662 -1.88305
H 2.34465 -2.67915 -1.21664
H 1.08393 -1.93848 -1.55220
O -2.57213 -0.31641 1.49859
H -2.77310 -0.10785 0.58204
H -2.21858 0.52731 1.80639

Properties
LUMO energy	0.76	eV
SMILES string	CNCCCN.O.O

Computed, not measured: a molecular structure, C6H8O4, with ωB97M-V/def2-TZVPD.

Cartesian coordinates (Å):
O 1.28110 0.45132 -3.53289
C 1.03385 1.23119 -2.65113
H 0.01715 1.56178 -2.37398
O 1.30392 -0.51271 -0.20982
C 0.48475 -0.20281 0.88982
C -0.98714 0.12388 0.59725
C -1.33080 -1.38147 0.39090
O -2.43911 -1.37201 1.33364
C -1.42989 -0.51737 1.94041
C -0.23566 -1.40616 1.49739
H 1.00089 0.46498 1.59695
H -1.43599 0.98541 0.09079
H -1.42518 -1.97108 -0.52590
H -1.63746 -0.05138 2.90873
H 0.16436 -2.28294 2.01898
O 2.05550 1.91482 -1.98880
H 1.88289 0.28050 -0.45453
H 1.69682 2.68403 -1.52784

Properties
LUMO energy	0.23	eV

DFT total energy values, unit eV, following the record order: -15019.7575 -13742.3369 -106105.7037 -53804.8743 -11482.1808 -14537.2532.